Run A
Formula: C16H27BF13N2O20S5Zr
Source: the OMol25 dataset
Level of theory: ωB97M-V with the def2-TZVPD basis set

E_HOMO	-0.0894	hartree
net charge	-1
gap between HOMO and LUMO	0.38	eV
2S+1	1

XYZ file:
```
85
Properties=species:S:1:pos:R:3:lowdin_charge:R:1
Zr -1.0901 0.1117 -2.0995 1.72
N -3.0549 0.4573 -1.4966 -0.43
S -3.8854 0.0169 -0.1329 0.52
O -5.0379 -0.7980 -0.2283 -0.22
O -3.7835 0.9603 0.9128 -0.22
F -2.6977 -1.0145 0.2633 -0.22
S -4.2614 1.5339 -2.1161 0.54
O -3.6670 2.3267 -3.1008 -0.20
O -5.2004 2.0762 -1.2150 -0.21
F -5.0545 0.4398 -2.9329 -0.16
N -1.1328 -1.8737 -2.6076 -0.43
S -2.4692 -2.9501 -3.0553 0.56
O -2.9928 -3.6450 -1.9410 -0.21
O -2.4514 -3.5389 -4.3423 -0.20
F -3.4786 -1.7379 -3.1912 -0.18
S -0.0621 -3.1004 -2.6945 0.48
O 0.3994 -3.3266 -4.0185 -0.23
O -0.0538 -4.1866 -1.7847 -0.21
F 1.1118 -2.1969 -2.0781 -0.18
B 0.1363 0.1457 -0.2495 -0.43
H -0.4402 -0.8165 -0.5002 -0.04
H 0.8192 0.0553 0.7015 0.05
H 0.7162 0.4964 -1.1737 -0.01
H -0.7594 0.8409 -0.0716 0.02
O -1.9370 4.6196 -3.3238 -0.32
C -1.5776 4.5566 -2.0388 -0.51
C -0.6671 3.3609 -1.7045 -0.28
O -1.0434 2.2028 -2.4239 -0.36
H -2.5171 4.4363 -1.4409 0.09
H -1.0812 5.4606 -1.6170 0.08
H -0.6985 3.0925 -0.6366 0.08
H 0.3990 3.5349 -1.9068 0.11
C -0.4954 -3.9072 1.3539 -0.05
C 0.7554 -4.6851 1.6984 -0.18
O 1.8128 -3.7827 2.0855 0.03
C 2.6081 -3.3189 1.1380 -0.40
O 2.6734 -3.6906 0.0117 0.18
C 3.3050 -2.0126 1.6112 -0.54
F 2.4331 -1.2349 2.2489 0.16
F 4.3254 -2.3008 2.4462 0.15
F 3.8039 -1.3525 0.5748 0.18
H -0.2524 -3.1292 0.6276 0.07
H -1.1011 -3.6145 2.2042 0.07
H -1.1819 -4.4831 0.7222 0.08
H 1.0294 -5.3548 0.8882 0.12
H 0.5645 -5.2644 2.5999 0.12
C 0.8653 -0.5468 7.3631 -0.06
C -0.6279 -0.6056 7.1279 -0.22
O -1.0460 -0.7765 5.7850 0.04
C -1.0149 0.2638 4.9597 -0.39
O -0.7102 1.3779 5.2394 0.18
C -1.4446 -0.1975 3.5489 -0.54
F -0.7543 -1.2955 3.1957 0.16
F -2.7469 -0.4400 3.5272 0.20
F -1.1335 0.7392 2.6603 0.17
H 1.2835 -1.5587 7.4284 0.08
H 1.1709 0.0330 8.2255 0.08
H 1.3947 -0.2286 6.4606 0.08
H -1.0615 0.2799 7.6115 0.12
H -1.1617 -1.3614 7.7059 0.13
C 1.4459 0.0076 -7.2769 -0.05
C 1.5662 -0.7477 -5.9841 -0.16
O 2.4722 -0.0177 -5.0972 0.08
C 2.0372 0.3964 -3.9548 -0.35
O 0.9247 0.2029 -3.5220 0.02
C 3.0760 1.1491 -3.0925 -0.54
F 2.7957 2.4315 -2.9733 0.21
F 3.0372 0.5921 -1.8750 0.17
F 4.3097 0.9705 -3.5724 0.17
H 2.3741 0.2750 -7.7823 0.08
H 0.8799 0.9336 -7.1649 0.09
H 0.9313 -0.6318 -7.9995 0.09
H 2.0634 -1.7038 -6.1427 0.13
H 0.6297 -0.9266 -5.4692 0.11
C 1.7275 2.3525 2.0887 -0.16
C 2.0761 3.3313 3.2214 -0.13
O 1.6878 4.6351 2.7402 -0.21
S 0.5901 4.5212 1.5766 0.58
O 0.8296 5.5280 0.6287 -0.19
O -0.6816 4.3598 2.1807 -0.20
O 1.1421 3.1175 1.0365 -0.20
H 0.9741 1.6452 2.4158 0.10
H 2.6220 1.8628 1.7148 0.13
H 3.1460 3.4841 3.3388 0.12
H 1.5631 3.1396 4.1602 0.12
```


Run B
Formula: C16H27BF13N2O20S5Zr
Source: the OMol25 dataset
Level of theory: ωB97M-V with the def2-TZVPD basis set

E_HOMO	-0.1039	hartree
net charge	-1
gap between HOMO and LUMO	2.62	eV
2S+1	1

XYZ file:
```
85
Properties=species:S:1:pos:R:3:lowdin_charge:R:1
Zr -0.1369 14.2215 19.9095 1.92
N -0.0604 13.1752 21.7062 -0.41
S 0.3704 13.3935 23.1760 0.41
O 1.7003 12.9682 23.5873 -0.23
O -0.6710 13.6227 24.1148 -0.20
F 0.7437 14.8856 22.8550 -0.18
S -0.2451 11.4795 22.2003 0.65
O -1.2024 11.0277 23.1940 -0.20
O 1.0613 10.8015 22.2355 -0.26
F -0.8623 11.0119 20.7709 -0.19
N -0.0597 18.1954 17.2570 -0.17
S 0.0744 16.5205 16.7413 0.61
O -0.3946 16.1252 15.4134 -0.30
O 0.0002 15.6194 17.8926 -0.42
F 1.6428 16.5185 16.4284 -0.21
S -1.5523 18.1330 16.7809 0.46
O -2.5083 17.1761 17.3965 -0.31
O -1.8236 18.6309 15.4313 -0.31
F -1.7220 19.4628 17.6911 -0.22
B -1.2185 13.0943 18.4150 -0.48
H -1.1039 12.5341 19.3300 -0.04
H -0.2251 13.3853 18.1107 -0.03
H -1.7028 12.5116 17.6468 0.03
H -1.7022 14.0340 18.6326 -0.01
O -1.2915 16.0132 20.4363 -0.36
C -1.8321 17.1367 21.1238 -0.27
C -0.9712 18.4786 21.2723 -0.42
O -0.3389 19.1671 20.2110 -0.36
H -2.1023 16.9171 22.1567 0.09
H -2.7623 17.4889 20.6779 0.10
H -0.2138 18.2721 22.0284 0.06
H -1.6736 19.1864 21.7127 0.07
C -4.6483 13.2723 18.1676 -0.05
C -4.5559 12.1601 19.1174 -0.25
O -4.7029 12.5241 20.4467 0.05
C -3.7733 13.2343 21.1428 -0.23
O -2.5929 13.4928 20.8145 0.03
C -4.2703 13.6410 22.5150 -0.58
F -3.8396 12.7830 23.4190 0.19
F -3.8810 14.8294 22.8100 0.24
F -5.6476 13.6147 22.5549 0.13
H -4.5178 12.8965 17.1528 0.09
H -3.9839 14.1085 18.3856 0.09
H -5.6436 13.6968 18.2985 0.09
H -3.6026 11.6357 19.0516 0.12
H -5.3585 11.4973 18.7939 0.13
C 5.4462 12.9358 18.4742 -0.07
C 4.0865 12.9117 18.8640 -0.27
O 3.5106 11.6103 18.7728 0.08
C 2.1872 11.4643 18.9963 -0.15
O 1.4260 12.4690 19.3629 -0.08
C 1.5467 10.0714 18.6257 -0.61
F 1.0753 9.4589 19.6925 0.19
F 0.5465 10.1286 17.7949 0.22
F 2.4500 9.3068 18.0758 0.21
H 5.5275 12.9549 17.3874 0.08
H 6.0518 12.1601 18.9428 0.10
H 5.9070 13.8680 18.8010 0.10
H 3.5451 13.6604 18.2857 0.12
H 4.0233 13.3886 19.8421 0.14
C -2.1833 12.7753 14.8805 -0.05
C -1.2997 12.9615 13.6143 -0.18
O -1.9393 12.5304 12.4297 0.02
C -1.2484 12.5925 11.2749 -0.32
O -0.1697 13.1538 11.1616 0.13
C -2.0175 11.7844 10.1043 -0.55
F -2.8979 10.9368 10.5782 0.20
F -2.5021 12.6625 9.2083 0.15
F -1.1091 11.1463 9.3743 0.16
H -2.0895 11.8308 15.4164 0.07
H -3.2482 12.9596 14.7390 0.08
H -1.9877 13.4553 15.7096 0.06
H -0.4122 12.3564 13.7994 0.12
H -1.1051 14.0294 13.5146 0.13
C 2.4314 14.0312 13.3177 -0.23
C 3.7840 14.4746 13.7419 -0.16
O 4.1138 13.8186 14.9998 -0.20
S 3.0258 12.6111 15.3668 0.74
O 2.0691 13.1343 16.3148 -0.23
O 3.7390 11.4037 15.6876 -0.22
O 2.3974 12.7477 13.7847 -0.21
H 2.3534 13.9027 12.2381 0.15
H 1.6357 14.5336 13.8678 0.13
H 3.6367 15.5452 13.8838 0.13
H 4.5278 14.4136 12.9474 0.13
```


Here are the energies relative to the best structure, in hartree: run A 0.0000; run B 0.2762.


Run A
Formula: C7H18N2
Source: the OMol25 dataset
Level of theory: ωB97M-V with the def2-TZVPD basis set

E_HOMO	-0.2570	hartree
gap between HOMO and LUMO	7.77	eV
2S+1	1

XYZ file:
```
27
Properties=species:S:1:pos:R:3:lowdin_charge:R:1
C 1.0441 -0.3041 -0.7096 -0.26
C -0.4087 -2.2991 0.6583 -0.11
C 0.9740 -1.0739 -2.0133 -0.09
C 2.2753 -0.5780 0.1133 -0.08
N -0.3586 -0.8985 0.2518 -0.08
H -1.1437 -0.7086 -0.3659 0.09
H 0.9227 0.7582 -0.8909 0.11
H -0.3278 -2.9834 -0.1923 0.07
H -1.3497 -2.5344 1.1615 0.09
H 0.4181 -2.4919 1.3417 0.08
H 1.7789 -0.7355 -2.6708 0.08
H 2.3726 -1.6391 0.3530 0.07
H 0.0308 -0.9016 -2.5328 0.08
H 1.0944 -2.1453 -1.8536 0.07
H 2.2562 0.0060 1.0285 0.07
H 3.1585 -0.2811 -0.4579 0.09
C -0.7678 2.5018 0.5688 -0.35
C -1.9238 2.0824 -0.3552 -0.12
C -0.5466 0.3570 1.6188 -0.22
N 0.0170 1.4965 1.2322 -0.12
H -1.1662 3.1900 1.3277 0.09
H -0.0551 3.0940 -0.0258 0.09
H -0.0027 -0.1591 2.4116 0.08
H -1.6357 0.2897 1.7620 0.09
H -2.3441 2.9577 -0.8511 0.06
H -1.5794 1.3890 -1.1167 0.04
H -2.7327 1.6114 0.2067 0.06
```


Run B
Formula: C7H18N2
Source: the OMol25 dataset
Level of theory: ωB97M-V with the def2-TZVPD basis set

E_HOMO (spin up / spin down)	-0.2567 / -0.3026	hartree
gap between HOMO and LUMO (spin up / spin down)	6.23 / 8.23	eV
2S+1	1

XYZ file:
```
27
Properties=species:S:1:pos:R:3:lowdin_charge:R:1
C -1.1526 1.0587 0.3518 -0.41
C 0.1791 1.1965 0.8434 -0.07
C -2.3154 1.0409 1.2893 -0.08
C -1.4265 1.4081 -1.0751 -0.06
C -1.1889 -1.3941 0.0922 -0.20
N -2.1586 -1.7593 -0.6369 0.03
H -1.9717 -1.5936 -1.6303 0.04
H -1.2518 -1.5689 1.1663 0.08
H 0.8852 0.2320 0.3676 0.10
H 0.7485 2.0110 0.3919 0.10
H 0.2771 1.2053 1.9256 0.09
H -2.0496 0.6264 2.2627 0.08
H -3.1447 0.4642 0.8817 0.08
H -2.6664 2.0684 1.4473 0.10
H -0.5861 1.1327 -1.7154 0.08
H -2.3274 0.9114 -1.4450 0.08
H -1.5810 2.4890 -1.1640 0.09
C 2.5589 0.0083 -1.0547 -0.20
C 2.1870 -1.8683 0.3815 -0.18
N 1.5809 -0.9102 -0.5152 -0.24
H -0.1688 -1.0866 -0.3557 0.05
H 2.9619 -2.4472 -0.1412 0.08
H 3.2974 -0.5399 -1.6566 0.08
H 3.1205 0.5721 -0.2869 0.08
H 2.0746 0.7327 -1.7129 0.06
H 1.4393 -2.5823 0.7317 0.06
H 2.6791 -1.4074 1.2567 0.08
```


Run C
Formula: C7H18N2
Source: the OMol25 dataset
Level of theory: ωB97M-V with the def2-TZVPD basis set

E_HOMO	-0.2706	hartree
gap between HOMO and LUMO	8.36	eV
SMILES	C/C=C(\C)N.[H]/N=C/C.C
2S+1	1

XYZ file:
```
27
Properties=species:S:1:pos:R:3:lowdin_charge:R:1
C 2.8296 1.3711 -0.4818 -0.12
C 1.5745 0.6278 -0.1389 -0.16
C 1.5240 -0.7002 -0.0019 -0.41
C 2.7546 -1.5451 -0.1727 -0.04
N 0.3663 -1.3777 0.3713 0.08
H 3.6082 1.1998 0.2636 0.07
H 2.6377 2.4398 -0.5321 0.06
H 3.2272 1.0501 -1.4466 0.07
H 0.6801 1.2146 0.0007 0.07
H 2.5432 -2.5926 0.0300 0.07
H 3.5453 -1.2175 0.5012 0.08
H 3.1328 -1.4568 -1.1912 0.08
H -0.4968 -1.0155 -0.0147 0.01
H 0.4193 -2.3779 0.2190 0.08
H -2.8246 -1.9913 -0.6592 0.07
N -2.2342 -1.2153 -0.9509 0.08
C -2.7649 -0.0796 -0.9205 -0.31
C -1.9987 1.1247 -1.3318 -0.09
H -3.8042 0.1142 -0.6170 0.11
H -1.9287 1.8191 -0.4962 0.07
H -1.0022 0.8457 -1.6619 0.07
H -2.5236 1.6336 -2.1397 0.08
C -1.8537 0.4266 2.2688 -0.04
H -1.6898 0.5510 3.3305 0.02
H -2.3169 1.3207 1.8787 0.01
H -2.5035 -0.4221 2.1095 0.02
H -0.9011 0.2529 1.7839 -0.01
```


Here are the energies relative to the best structure, in hartree: run A 0.0743; run B 0.1486; run C 0.0000.


Run A
Formula: C7H18N2
Source: the OMol25 dataset
Level of theory: ωB97M-V with the def2-TZVPD basis set

E_HOMO	-0.3005	hartree
gap between HOMO and LUMO	9.05	eV
SMILES	CC(C)(C)N.C=C.C=N
2S+1	1

XYZ file:
```
27
Properties=species:S:1:pos:R:3:lowdin_charge:R:1
C 1.0882 -1.4868 1.2696 -0.05
C 1.5566 -0.5911 0.1198 -0.69
C 1.6556 0.8592 0.5966 -0.05
C 2.9236 -1.0719 -0.3926 -0.06
N 0.5326 -0.6439 -0.9318 0.04
H 1.8089 -1.4643 2.0839 0.08
H 0.1245 -1.1464 1.6405 0.06
H 0.9854 -2.5182 0.9336 0.08
H 1.9964 1.5070 -0.2107 0.08
H 0.6809 1.2049 0.9330 0.07
H 2.3605 0.9405 1.4208 0.08
H 3.6716 -1.0178 0.3960 0.08
H 2.8625 -2.1050 -0.7352 0.08
H 3.2604 -0.4534 -1.2250 0.08
H 0.4644 -1.5847 -1.3073 0.09
H 0.7790 -0.0248 -1.6972 0.09
C -2.6387 2.0197 -0.0596 -0.15
C -1.8090 2.3297 -1.0584 -0.10
H -2.4788 2.3538 0.9551 0.06
H -3.6835 1.7021 -0.2765 0.07
H -2.1627 2.4052 -2.0755 0.04
H -0.7408 2.3692 -0.9251 0.02
C -3.0378 -0.8401 0.1103 -0.13
N -2.0639 -0.1084 0.4897 -0.01
H -2.9853 -1.5781 -0.6965 0.06
H -3.9440 -0.8413 0.7075 0.06
H -1.2065 -0.2149 -0.0649 0.00
```


Run B
Formula: C7H18N2
Source: the OMol25 dataset
Level of theory: ωB97M-V with the def2-TZVPD basis set

E_HOMO	-0.3335	hartree
gap between HOMO and LUMO	9.91	eV
SMILES	CC(C)(N)C(C)(C)CN
2S+1	1

XYZ file:
```
27
Properties=species:S:1:pos:R:3:lowdin_charge:R:1
C -0.4634 -1.7620 0.7789 -0.05
C 0.4775 -0.5549 0.5656 -0.54
C 1.7121 -1.0634 -0.2080 -0.05
N 0.9361 -0.1852 1.9237 0.06
C -0.2117 0.7019 -0.1384 -0.45
C 0.7691 1.9140 -0.1898 -0.06
C -1.4471 1.1946 0.6614 -0.06
C -0.6331 0.4640 -1.6277 -0.25
N -1.6193 -0.5693 -1.9104 0.01
H -0.6810 -2.2866 -0.1538 0.06
H -0.0006 -2.5156 1.4303 0.08
H -1.4099 -1.4850 1.2508 0.08
H 2.1698 -1.9230 0.2977 0.08
H 1.4445 -1.3970 -1.2157 0.08
H 2.4903 -0.2994 -0.2994 0.07
H 1.3235 -1.0016 2.3973 0.07
H 1.7051 0.4810 1.8652 0.07
H 0.2910 2.7843 -0.6565 0.08
H 1.0879 2.2338 0.8071 0.08
H 1.6630 1.6906 -0.7801 0.07
H -2.2268 0.4340 0.7474 0.06
H -1.9057 2.0639 0.1744 0.08
H -1.1714 1.5064 1.6749 0.08
H 0.2521 0.2715 -2.2450 0.11
H -1.0557 1.3985 -2.0197 0.11
H -1.1758 -1.4829 -1.9567 0.05
H -2.3205 -0.6127 -1.1735 0.06
```


Here are the energies relative to the best structure, in hartree: run A 0.0894; run B 0.0000.